{
  "formula": "C23H31N5O2",
  "method": "ωB97M-V with the def2-TZVPD basis set",
  "symbols": ["C", "C", "C", "C", "C", "C", "O", "C", "O", "C", "C", "N", "C", "N", "C", "C", "C", "C", "C", "C", "N", "C", "N", "C", "C", "N", "C", "C", "C", "C", "H", "H", "H", "H", "H", "H", "H", "H", "H", "H", "H", "H", "H", "H", "H", "H", "H", "H", "H", "H", "H", "H", "H", "H", "H", "H", "H", "H", "H", "H", "H"],
  "xyz": [[-6.252332, -0.941621, 0.488745], [-4.734929, -0.827351, 0.567550], [-4.096138, -0.448630, -0.777088], [-4.252035, 1.048244, -1.073088], [-4.022971, 1.398289, -2.538770], [-2.617724, -0.852567, -0.790896], [-1.892250, -0.172659, 0.234951], [-1.459618, -0.881157, 1.269533], [-1.636956, -2.054892, 1.441870], [-0.716874, 0.054057, 2.229053], [-0.120758, -0.627548, 3.352490], [0.369311, -1.114478, 4.263450], [0.310565, 0.894449, 1.485865], [0.359926, 2.137941, 1.856467], [1.119076, 3.008597, 1.152686], [1.231673, 4.348492, 1.556691], [1.933365, 5.229542, 0.777516], [2.530030, 4.807602, -0.420924], [2.435230, 3.506823, -0.836937], [1.739497, 2.573216, -0.046471], [1.689188, 1.278489, -0.412168], [1.058131, 0.411700, 0.356083], [1.008157, -0.893900, -0.057023], [1.483574, -1.174744, -1.400685], [2.992108, -1.424912, -1.421977], [3.282239, -2.537107, -0.538875], [4.617057, -3.084748, -0.662361], [5.773991, -2.159029, -0.270519], [2.874140, -2.218193, 0.812142], [1.359788, -1.980800, 0.838116], [-6.657372, -1.216682, 1.459454], [-6.705520, -0.000550, 0.187128], [-6.538910, -1.705713, -0.230437], [-4.330899, -1.787019, 0.897522], [-4.464467, -0.079478, 1.316726], [-4.585947, -1.024052, -1.570212], [-3.548880, 1.604288, -0.449914], [-5.260300, 1.359259, -0.796404], [-4.198918, 2.459027, -2.701246], [-3.003553, 1.177331, -2.844796], [-4.703405, 0.837375, -3.176286], [-2.512526, -1.931112, -0.639115], [-2.142990, -0.569580, -1.733106], [-1.449598, 0.762747, 2.639481], [0.761392, 4.650074, 2.479601], [2.030440, 6.261606, 1.080060], [3.074264, 5.525138, -1.017590], [2.899140, 3.164786, -1.749100], [1.232481, -0.330069, -2.041559], [0.963377, -2.074376, -1.741344], [3.306316, -1.686215, -2.434482], [3.500823, -0.495567, -1.118602], [4.651545, -3.985157, -0.041848], [4.739999, -3.391364, -1.705480], [5.697515, -1.864729, 0.773408], [5.779465, -1.263779, -0.887636], [6.718071, -2.678602, -0.411340], [3.115493, -3.058474, 1.465739], [3.374119, -1.312352, 1.202476], [1.052055, -1.769498, 1.859118], [0.842300, -2.880341, 0.494381]],
  "forces_ev_per_a": [[0.204, 0.066, 0.092], [-0.081, -0.131, -0.264], [0.413, 0.210, 0.451], [-0.070, -0.215, -0.232], [-0.039, 0.049, 0.234], [-0.423, -0.470, -0.520], [-0.103, 0.510, 0.168], [-0.042, -0.399, 0.180], [0.014, 0.127, 0.150], [-0.165, 0.228, -0.521], [-0.134, -0.211, 0.284], [0.216, -0.206, 0.380], [-0.149, 0.456, 0.150], [-0.135, -0.252, 0.253], [0.292, -0.145, -0.581], [0.106, 0.193, -0.096], [-0.147, 0.029, 0.302], [0.069, -0.169, -0.223], [0.055, 0.191, 0.031], [-0.265, 0.292, 0.573], [-0.072, -0.579, 0.184], [0.321, 0.791, -0.534], [-0.245, -0.153, -0.118], [0.177, 0.139, -0.392], [-0.220, 0.004, -0.036], [-0.114, -0.039, 0.004], [0.215, 0.049, 0.030], [-0.295, -0.157, -0.073], [-0.280, -0.050, 0.041], [0.426, -0.240, 0.401], [-0.127, -0.016, 0.053], [-0.118, 0.077, -0.033], [-0.078, -0.080, -0.070], [0.056, 0.029, 0.073], [0.083, -0.006, 0.059], [0.035, -0.038, -0.033], [-0.070, 0.038, 0.106], [-0.001, 0.055, 0.090], [0.024, 0.085, -0.110], [0.111, -0.009, -0.108], [-0.051, -0.037, -0.114], [0.007, 0.183, -0.076], [0.030, -0.029, 0.100], [0.126, -0.086, -0.190], [-0.074, 0.036, 0.083], [-0.006, 0.069, 0.044], [0.041, 0.034, -0.060], [0.039, -0.040, -0.091], [-0.016, -0.143, -0.011], [0.049, 0.023, -0.025], [0.010, 0.033, -0.029], [0.014, -0.077, -0.081], [0.031, -0.025, -0.095], [0.021, -0.081, 0.060], [0.055, 0.075, 0.103], [0.062, 0.120, -0.026], [0.134, -0.011, 0.003], [0.025, 0.021, 0.050], [0.016, -0.075, 0.035], [0.024, -0.095, -0.132], [0.017, 0.050, 0.107]],
  "mulliken_charge": [-1.45, -0.73, 0.55, -0.29, -1.35, -1.54, 0.07, 0.30, -0.58, 0.47, -0.24, -0.59, -0.12, -0.53, 0.19, -0.60, -0.54, -0.53, -0.65, 0.13, -0.25, 0.80, 0.47, -1.21, -0.77, -0.01, -0.73, -1.04, -0.83, -0.51, 0.42, 0.32, 0.35, 0.43, 0.20, 0.53, 0.10, 0.40, 0.39, 0.31, 0.35, 0.66, 0.33, 0.61, 0.46, 0.39, 0.40, 0.46, 0.68, 0.46, 0.49, 0.35, 0.39, 0.40, 0.28, 0.28, 0.42, 0.53, 0.27, 0.17, 0.26],
  "multiplicity": 1,
  "homo_lumo_gap_ha": 0.2920,
  "e_tot_ev": -35899.95636,
  "e_above_lowest_kcal_mol": 59.3,
  "e_homo_ev": -8.12,
  "smiles": "CCC(CC)COC(=O)[C@@H](C#N)c1nc2ccccc2nc1N1CCN(CC)CC1"
}

{
  "formula": "C23H31N5O3",
  "method": "ωB97M-V with the def2-TZVPD basis set",
  "symbols": ["C", "C", "C", "C", "C", "N", "C", "O", "C", "N", "C", "O", "C", "C", "N", "C", "N", "C", "C", "C", "C", "N", "C", "C", "C", "C", "C", "C", "C", "C", "O", "H", "H", "H", "H", "H", "H", "H", "H", "H", "H", "H", "H", "H", "H", "H", "H", "H", "H", "H", "H", "H", "H", "H", "H", "H", "H", "H", "H", "H", "H", "H"],
  "xyz": [[-5.579232, -0.289410, -0.871132], [-4.241883, -0.049080, -0.180483], [-4.281102, 1.066171, 0.864761], [-4.644301, 2.446811, 0.314419], [-3.627323, 2.993008, -0.689726], [-2.321800, 3.185514, -0.097407], [-1.281664, 2.374630, -0.353287], [-1.296462, 1.482555, -1.174990], [-0.013761, 2.698071, 0.450399], [0.722246, 1.461688, 0.633324], [1.942516, 1.324270, -0.031534], [2.470922, 2.262128, -0.600199], [2.432289, -0.014216, 0.082517], [1.714867, -1.020578, 0.715089], [2.372995, -2.196695, 0.633997], [3.467695, -1.917112, -0.041539], [3.561190, -0.627066, -0.408034], [4.640047, 0.021984, -1.104277], [5.838737, 0.302582, -0.183498], [5.419489, 1.191231, 0.984240], [6.945573, 0.966444, -0.996959], [0.525748, -0.781838, 1.331391], [-0.268371, -1.888771, 1.827925], [-0.867565, -2.690279, 0.698682], [-0.987051, -4.068274, 0.815307], [-1.556433, -4.811198, -0.203375], [-2.006096, -4.183434, -1.352504], [-1.883688, -2.810448, -1.476511], [-1.318274, -2.065233, -0.456687], [-0.006379, 0.481490, 1.296604], [-1.054256, 0.759669, 1.844914], [-5.861316, 0.555460, -1.494938], [-6.365201, -0.453373, -0.136070], [-5.517791, -1.170126, -1.506541], [-3.935920, -0.968260, 0.324598], [-3.477977, 0.173662, -0.925272], [-5.012627, 0.804490, 1.633633], [-3.301614, 1.115554, 1.343771], [-4.721253, 3.147389, 1.150957], [-5.619490, 2.410607, -0.172700], [-3.976625, 3.953904, -1.083424], [-3.495157, 2.299299, -1.520365], [-2.270062, 3.817606, 0.685663], [0.629949, 3.370468, -0.123231], [-0.256708, 3.135190, 1.421125], [4.211493, -2.649204, -0.285612], [4.254543, 0.966492, -1.494947], [4.952627, -0.614426, -1.937426], [6.207552, -0.652145, 0.209951], [4.950722, 2.100236, 0.614449], [4.711089, 0.677310, 1.630940], [6.286098, 1.463822, 1.581445], [7.817421, 1.145364, -0.373050], [7.244863, 0.336772, -1.831866], [6.601480, 1.920417, -1.389088], [-1.060381, -1.454466, 2.446437], [0.376929, -2.523256, 2.439310], [-0.631917, -4.561053, 1.708803], [-1.645347, -5.883014, -0.101374], [-2.448499, -4.763479, -2.149192], [-2.230712, -2.311650, -2.368993], [-1.234835, -0.994174, -0.568432]],
  "forces_ev_per_a": [[0.252, -0.020, 0.067], [-0.185, 0.055, 0.139], [0.057, 0.038, -0.159], [0.228, -0.160, -0.026], [-0.347, 0.020, -0.077], [-0.173, 0.250, 0.103], [0.282, 0.430, 0.337], [0.046, -0.310, -0.244], [-0.028, -0.078, -0.104], [-0.201, 0.360, 0.043], [0.236, -0.172, -0.042], [0.077, 0.064, -0.094], [-0.597, -0.500, 0.367], [1.130, 0.679, -0.706], [-0.499, -0.247, 0.357], [0.003, 0.169, -0.058], [-0.394, -0.197, 0.128], [0.796, 0.165, -0.135], [-0.113, 0.198, -0.099], [0.064, -0.230, -0.074], [-0.154, -0.242, 0.121], [-0.186, 0.013, 0.136], [-0.225, -0.137, 0.188], [-0.012, -0.099, -0.028], [-0.030, 0.099, 0.031], [-0.036, -0.100, 0.018], [-0.041, -0.060, -0.068], [-0.020, 0.030, -0.045], [0.044, -0.017, 0.088], [0.214, -0.156, 0.296], [-0.258, 0.056, 0.015], [-0.110, 0.073, -0.092], [-0.147, -0.015, 0.043], [-0.081, -0.067, -0.100], [0.084, -0.001, -0.050], [0.116, -0.062, -0.013], [0.013, -0.025, 0.076], [-0.064, 0.017, 0.098], [-0.095, 0.063, -0.011], [-0.084, 0.098, 0.005], [0.021, -0.141, -0.053], [-0.024, 0.123, -0.008], [0.153, -0.096, -0.015], [-0.152, -0.085, 0.105], [0.007, 0.001, -0.120], [0.255, -0.080, -0.126], [0.041, -0.140, -0.033], [-0.077, 0.076, 0.027], [-0.030, 0.009, -0.049], [-0.065, 0.139, -0.021], [-0.082, 0.015, 0.100], [0.073, 0.032, 0.094], [0.102, 0.047, 0.023], [0.084, -0.022, -0.132], [-0.012, 0.154, -0.073], [0.227, -0.093, -0.040], [-0.104, 0.053, -0.011], [0.075, -0.061, 0.094], [0.000, -0.083, 0.004], [-0.027, -0.045, -0.063], [-0.038, 0.054, -0.091], [0.010, 0.162, -0.040]],
  "mulliken_charge": [-1.62, 0.37, -0.38, -0.79, -0.76, -0.09, 0.46, -0.69, -1.16, 0.17, 0.53, -0.74, -0.55, 2.01, -0.71, -0.53, 0.14, -1.41, 1.00, -1.28, -1.60, 0.17, -1.63, 0.75, -0.59, -0.65, -0.49, -0.65, 0.10, 0.35, -0.70, 0.32, 0.31, 0.46, 0.30, -0.02, 0.53, -0.01, 0.35, 0.36, 0.32, 0.34, 0.28, 0.47, 0.46, 0.45, 0.38, 0.36, 0.23, 0.25, 0.30, 0.45, 0.41, 0.39, 0.36, 0.49, 0.43, 0.38, 0.38, 0.39, 0.46, 0.38],
  "multiplicity": 1,
  "homo_lumo_gap_ha": 0.3389,
  "e_tot_ev": -37950.27920,
  "e_above_lowest_kcal_mol": 2.4,
  "e_homo_ev": -8.45,
  "smiles": "CCCCCNC(=O)Cn1c(=O)c2c(ncn2CC(C)C)n(Cc2ccccc2)c1=O"
}

multiplicity of number 2 (C23H31N5O3)?
1

What is the multiplicity in the first record?
1